*P*
DFT (ωB97M-V/def2-TZVPD) results for 2 unconnected molecules or ions with the total composition C2H5NOS.

The LUMO energy comes out at 0.181 eV.

Geometry as ORCA input:
```
! RIJCOSX wB97M-V def2-TZVPD def2/J DEFGRID3
* xyz 0 1
C 0.93 -0.16 0.03
C -1.55 0.18 0.01
N -0.14 0.68 0.06
O 3.21 -1.17 -0.28
S 2.54 0.12 -0.19
H 0.33 -1.71 -0.11
H -1.93 0.65 0.95
H -1.94 0.65 -0.87
H -1.36 -0.81 -0.13
H -0.09 1.58 0.51
*
```

---

*Q*
DFT (ωB97M-V/def2-TZVPD) results for 2 unconnected molecules or ions with the total composition C2H5NOS.

The LUMO energy (spin up / spin down) comes out at -0.062 / -0.063 eV.

Geometry as ORCA input:
```
! RIJCOSX wB97M-V def2-TZVPD def2/J DEFGRID3
* xyz 0 1
S -0.64 -0.26 -1.87
N 0.07 0.55 -0.64
C 0.15 0.77 0.60
C 0.92 1.62 -0.35
H 0.09 0.42 1.59
H 0.43 2.62 -0.30
H 2.03 1.70 -0.35
O -1.07 -2.33 0.69
H -1.22 -1.88 -0.14
H -0.76 -3.23 0.76
*
```

---

*R*
DFT (ωB97M-V/def2-TZVPD) results for C2H5NOS in the gas phase.

The LUMO energy (spin up / spin down) comes out at -0.330 / 0.130 eV.

Geometry as ORCA input:
```
! RIJCOSX wB97M-V def2-TZVPD def2/J DEFGRID3
* xyz 0 1
C 0.81 -0.45 0.48
C 0.39 0.92 0.02
N -0.86 0.50 -0.63
O -2.87 -0.87 -0.06
S -2.14 0.56 0.33
H 1.29 -1.09 -0.15
H 0.39 -1.09 1.24
H 0.17 1.66 0.69
H 1.09 1.24 -0.73
H -2.75 -1.14 -1.05
*
```

---

*S*
DFT (ωB97M-V/def2-TZVPD) results for a molecular structure, C2H5NOS.

The LUMO energy comes out at -0.863 eV.

Geometry as ORCA input:
```
! RIJCOSX wB97M-V def2-TZVPD def2/J DEFGRID3
* xyz 0 1
C 0.50 0.25 -1.22
C -0.07 0.17 0.17
H 2.56 -0.59 0.10
H -0.14 -0.24 -1.89
H 0.73 1.19 -1.66
H 0.60 0.66 0.83
H -2.94 -0.40 2.10
N -1.26 -0.43 0.47
O 1.57 -0.64 -1.00
S -1.55 0.04 2.10
*
```

---

The energy of each structure relative to the most stable one, in hartree, is as follows: *P* 0.0210; *Q* 0.0000; *R* 0.0145; *S* 0.0511.

---

*P*
DFT (ωB97M-V/def2-TZVPD) results for 2 unconnected molecules or ions with the total composition C2H5NOS.

The LUMO energy comes out at 0.636 eV.

Geometry as ORCA input:
```
! RIJCOSX wB97M-V def2-TZVPD def2/J DEFGRID3
* xyz 0 1
C 0.15 -0.48 -1.29
C 0.27 0.75 2.73
N -0.01 0.34 -2.32
O 0.03 1.54 3.58
S -0.65 -1.98 -1.75
H -0.33 0.74 1.75
H 1.12 0.00 2.93
H 0.55 1.21 -2.25
H -0.86 0.60 -2.86
H -0.26 -2.72 -0.51
*
```

---

*Q*
DFT (ωB97M-V/def2-TZVPD) results for a molecular structure, C2H5NOS.

The LUMO energy comes out at -0.343 eV.

Geometry as ORCA input:
```
! RIJCOSX wB97M-V def2-TZVPD def2/J DEFGRID3
* xyz 0 1
C 1.40 -0.35 -0.06
C -0.68 0.85 -0.05
H 1.44 -1.30 -1.03
H 1.94 -0.78 1.24
H 2.28 0.90 -0.34
H -0.07 1.88 0.03
H -1.78 -1.57 1.00
N -1.88 1.11 -0.12
O -0.05 -0.28 -0.49
S -2.61 -0.46 -0.18
*
```

---

The energy of each structure relative to the most stable one, in hartree, is as follows: *P* 0.0000; *Q* 0.1896.

---

*P*
DFT (ωB97M-V/def2-TZVPD) results for C4H6N4 in the gas phase.

The LUMO energy comes out at 0.564 eV.

Geometry as ORCA input:
```
! RIJCOSX wB97M-V def2-TZVPD def2/J DEFGRID3
* xyz 0 1
C 2.00 -0.44 0.25
C 0.81 -0.05 -0.44
N 0.31 1.27 -0.40
C -1.01 0.84 0.07
N -2.35 1.00 0.09
N -2.65 -0.37 -0.16
N -1.61 -1.22 -0.23
C -0.56 -0.48 -0.02
H 2.86 0.02 -0.33
H 2.20 -1.43 0.30
H 2.02 0.03 1.38
H 0.99 -0.27 -1.54
H 0.51 1.85 0.42
H -3.53 -0.75 0.61
*
```

---

*Q*
DFT (ωB97M-V/def2-TZVPD) results for C4H6N4 in the gas phase.

The LUMO energy comes out at 0.538 eV.

Geometry as ORCA input:
```
! RIJCOSX wB97M-V def2-TZVPD def2/J DEFGRID3
* xyz 0 1
C 0.29 2.05 0.16
N -0.92 1.81 -0.31
C -0.89 0.42 -0.32
N -1.59 -0.25 -1.00
N -1.18 -1.63 -0.70
C 0.30 -1.49 -0.08
C 0.20 -0.14 0.56
N 1.20 1.03 0.36
H 0.58 3.09 0.11
H -1.16 -2.05 -1.59
H 1.11 -1.40 -0.76
H 0.44 -2.51 0.46
H -0.10 -0.07 1.74
H 1.72 1.15 1.35
*
```

---

The energy of each structure relative to the most stable one, in hartree, is as follows: *P* 0.0817; *Q* 0.0000.

---

*P*
DFT (ωB97M-V/def2-TZVPD) results for C4H6N4 in the gas phase.

The LUMO energy comes out at 0.533 eV.

Geometry as ORCA input:
```
! RIJCOSX wB97M-V def2-TZVPD def2/J DEFGRID3
* xyz 0 1
C 1.92 0.35 1.51
N 0.92 1.11 1.70
N -0.15 1.01 0.82
C -0.37 0.17 -0.23
N 0.58 0.03 -1.24
C -1.53 -0.55 -0.23
C -1.95 -1.32 -1.34
N -2.24 -1.99 -2.24
H 2.80 0.48 2.17
H 2.03 -0.38 0.69
H -1.06 1.26 1.29
H 1.01 0.92 -1.49
H 0.20 -0.50 -2.05
H -2.16 -0.58 0.64
*
```

---

*Q*
DFT (ωB97M-V/def2-TZVPD) results for C4H6N4 in the gas phase.

The LUMO energy comes out at 0.886 eV.

Geometry as ORCA input:
```
! RIJCOSX wB97M-V def2-TZVPD def2/J DEFGRID3
* xyz 0 1
C -0.06 -0.87 1.46
N -1.22 -1.47 1.19
N -1.78 -0.82 0.09
C -0.90 -0.04 -0.44
N -0.60 0.54 -1.59
N 0.48 1.37 -1.28
C 1.25 0.64 -0.21
C 0.05 0.28 0.58
H 0.58 -1.32 2.25
H -2.26 -1.51 -0.42
H 1.09 1.18 -2.08
H 2.07 1.23 0.02
H 1.65 -0.36 -0.53
H -0.34 1.15 0.96
*
```

---

*R*
DFT (ωB97M-V/def2-TZVPD) results for a molecular structure, C4H6N4.

The LUMO energy comes out at 0.301 eV.

Geometry as ORCA input:
```
! RIJCOSX wB97M-V def2-TZVPD def2/J DEFGRID3
* xyz 0 1
C -0.11 0.86 0.12
C 1.03 -0.08 0.13
C -1.60 0.25 -1.06
C 0.61 -1.23 0.93
N -0.02 2.28 0.19
N -0.40 1.72 1.20
N 2.34 0.47 -0.20
N 1.88 -0.25 -1.04
H -2.34 1.00 -0.96
H -1.96 -0.69 -0.66
H -1.18 0.27 -1.98
H -0.07 -1.80 0.42
H 0.27 -0.91 1.84
H 1.56 -1.87 1.06
*
```

---

The energy of each structure relative to the most stable one, in hartree, is as follows: *P* 0.0000; *Q* 0.0631; *R* 0.1548.

---

*P*
DFT (ωB97M-V/def2-TZVPD) results for 2 unconnected molecules or ions with the total composition C4H6N4.

The LUMO energy comes out at -0.583 eV.

Geometry as ORCA input:
```
! RIJCOSX wB97M-V def2-TZVPD def2/J DEFGRID3
* xyz 0 1
C -2.14 -0.76 -0.10
C 0.80 1.37 -0.40
C -1.09 0.16 0.14
C 1.04 -1.14 0.00
N -2.92 -1.52 -0.27
N -0.33 2.17 0.03
N -1.32 1.47 0.30
N 0.22 0.00 -0.33
H 0.91 1.57 -1.43
H 1.65 1.44 0.33
H -0.94 -0.43 1.62
H 1.00 -1.55 1.01
H 0.96 -1.90 -0.67
H 2.17 -0.88 -0.23
*
```

---

*Q*
DFT (ωB97M-V/def2-TZVPD) results for a molecular structure, C4H6N4.

The LUMO energy comes out at -0.292 eV.

Geometry as ORCA input:
```
! RIJCOSX wB97M-V def2-TZVPD def2/J DEFGRID3
* xyz 0 1
C -2.18 0.79 0.17
C 0.01 -0.36 -0.15
C 0.52 1.01 -0.11
C 1.24 -1.04 -0.02
H -1.50 1.06 1.13
H -3.13 1.47 0.29
H -1.85 1.19 -0.81
H -0.12 1.98 -0.42
H 3.36 -0.59 0.77
H 1.69 -2.11 0.23
N -2.34 -0.64 0.13
N -1.15 -1.02 -0.26
N 1.77 1.07 -0.07
N 2.29 -0.18 0.12
*
```

---

The energy of each structure relative to the most stable one, in hartree, is as follows: *P* 0.0000; *Q* 0.0445.

---

*P*
DFT (ωB97M-V/def2-TZVPD) results for 2 unconnected molecules or ions with the total composition C3H8OS2.

The LUMO energy comes out at 0.707 eV.

Geometry as ORCA input:
```
! RIJCOSX wB97M-V def2-TZVPD def2/J DEFGRID3
* xyz 0 1
C -3.18 -3.89 -2.36
C -2.03 -3.70 -1.72
O -1.71 -2.51 -1.08
H -3.13 -4.84 -2.88
H -3.93 -3.13 -2.50
H -1.37 -4.52 -1.42
H -1.31 -1.93 -1.74
C 0.83 3.65 1.40
S 0.62 2.01 0.61
S 2.11 0.86 1.20
H 1.19 3.63 2.43
H -0.08 4.23 1.25
H 1.65 4.09 0.84
H 3.13 1.07 0.34
*
```

---

*Q*
DFT (ωB97M-V/def2-TZVPD) results for 2 unconnected molecules or ions with the total composition C3H8OS2.

The LUMO energy comes out at 0.701 eV.

Geometry as ORCA input:
```
! RIJCOSX wB97M-V def2-TZVPD def2/J DEFGRID3
* xyz 0 1
C -0.75 3.58 -1.77
C -0.17 2.88 -0.79
O -0.85 1.92 -0.10
H -0.24 4.51 -2.04
H -1.73 3.45 -2.19
H 0.71 3.25 -0.30
H -1.73 1.72 -0.41
C 1.37 -2.01 -0.84
S -0.07 -2.23 0.20
S 0.24 -0.82 1.66
H 2.28 -1.93 -0.26
H 1.26 -2.82 -1.55
H 1.24 -1.09 -1.40
H -0.44 0.25 1.35
*
```

---

The energy of each structure relative to the most stable one, in hartree, is as follows: *P* 0.0102; *Q* 0.0000.

---

*P*
DFT (ωB97M-V/def2-TZVPD) results for 2 unconnected molecules or ions with the total composition C3H8OS2.

The LUMO energy comes out at 0.605 eV.

Geometry as ORCA input:
```
! RIJCOSX wB97M-V def2-TZVPD def2/J DEFGRID3
* xyz 0 1
C 2.48 -0.39 -0.82
C 1.66 -1.40 -1.02
O 2.00 -2.58 -1.63
H 2.22 0.50 -0.27
H 3.49 -0.44 -1.21
H 0.61 -1.38 -0.75
H 2.92 -2.50 -1.92
C -2.76 1.92 0.82
S -1.10 1.27 0.59
S -1.26 -0.69 1.19
H -3.51 1.22 0.47
H -2.93 2.14 1.87
H -2.85 2.81 0.21
H -0.97 -0.48 2.49
*
```

---

*Q*
DFT (ωB97M-V/def2-TZVPD) results for 2 unconnected molecules or ions with the total composition C3H8OS2.

The LUMO energy comes out at 0.694 eV.

Geometry as ORCA input:
```
! RIJCOSX wB97M-V def2-TZVPD def2/J DEFGRID3
* xyz 0 1
C 1.85 0.56 -0.88
C 0.45 1.22 -0.87
S -0.84 0.05 -0.39
C 0.26 -1.14 0.51
S 1.96 -0.57 0.49
H 1.99 -0.05 -1.79
H 2.70 1.27 -0.82
H 0.20 1.52 -1.91
H 0.35 2.12 -0.23
H 0.01 -1.33 1.58
H 0.25 -2.12 -0.01
O -3.05 -0.40 1.82
H -3.53 -1.16 1.43
H -2.59 0.03 1.07
*
```

---

The energy of each structure relative to the most stable one, in hartree, is as follows: *P* 0.0259; *Q* 0.0000.

---

*P*
DFT (ωB97M-V/def2-TZVPD) results for 2 unconnected molecules or ions with the total composition C3H8OS2.

The LUMO energy comes out at 0.366 eV.

Geometry as ORCA input:
```
! RIJCOSX wB97M-V def2-TZVPD def2/J DEFGRID3
* xyz 0 1
C -1.02 2.31 -0.88
C -1.49 2.02 0.50
O -0.71 1.91 1.42
H -0.36 3.16 -0.96
H -0.75 1.40 -1.44
H -1.93 2.68 -1.39
H -2.54 1.74 0.67
C 2.31 -2.40 0.24
S 0.84 -1.76 -0.75
S -0.73 -2.36 0.55
H 1.88 -2.97 1.09
H 2.84 -3.07 -0.43
H 2.84 -1.56 0.65
H -1.19 -1.10 0.73
*
```

---

*Q*
DFT (ωB97M-V/def2-TZVPD) results for C3H8OS2 in the gas phase.

The LUMO energy comes out at 0.571 eV.

Geometry as ORCA input:
```
! RIJCOSX wB97M-V def2-TZVPD def2/J DEFGRID3
* xyz 0 1
O 1.68 -0.82 -0.63
C 0.51 -1.29 -0.02
C -0.25 -0.23 0.80
S 0.85 0.62 1.97
C -1.10 0.72 -0.04
S -0.11 1.77 -1.17
H 1.44 -0.20 -1.30
H 0.83 -2.09 0.67
H -0.19 -1.72 -0.76
H -0.99 -0.80 1.44
H 1.92 0.59 1.18
H -1.83 0.15 -0.65
H -1.68 1.38 0.62
H -1.06 1.92 -2.11
*
```

---

The energy of each structure relative to the most stable one, in hartree, is as follows: *P* 0.0244; *Q* 0.0000.